[1]
DFT (ωB97M-V/def2-TZVPD) results for a cluster of 5 separate species, C24H62N4O9 in total in a non-equilibrium geometry.

Values from the calculation:
**Orbital gap**: 9.29 eV
**2S+1**: 1

XYZ file:
```
99
Properties=species:S:1:pos:R:3:forces:R:3
C -2.530976 1.490532 -1.899459 0.0 -0.1 -1.1
O -1.117847 1.663160 -1.861636 -0.4 0.3 0.2
C -0.792871 2.939190 -1.376147 0.8 1.4 2.0
C 0.726652 3.078910 -1.344610 0.1 -0.5 -1.2
N 1.281166 2.359850 -0.217795 0.3 0.3 -0.3
C 2.716528 2.088928 -0.273711 -0.9 -1.3 0.5
C 3.217040 1.121446 -1.361099 0.8 1.0 -0.2
O 2.711806 -0.163679 -1.194359 -1.0 -0.4 0.3
C 3.088692 -1.098237 -2.207730 0.9 0.9 1.1
H -2.791130 0.438954 -1.805457 0.2 0.0 0.5
H -2.888165 1.750447 -2.906449 0.0 0.4 0.1
H -3.021677 2.119017 -1.159171 -0.1 -0.3 0.1
H -1.109471 3.075527 -0.327206 -0.1 -0.7 0.2
H -1.302786 3.826302 -1.770655 0.1 -0.5 -1.3
H 1.156706 4.084249 -1.355672 -0.6 0.3 0.3
H 1.035881 2.691368 -2.333375 0.2 -0.3 0.1
H 0.750051 1.528021 -0.009903 0.0 -0.1 0.0
H 2.904840 1.576093 0.674070 0.4 0.2 0.1
H 3.263186 3.028966 -0.297290 0.1 0.0 -0.1
H 4.315385 1.085818 -1.254648 0.0 0.1 -0.2
H 2.983522 1.528963 -2.357149 0.0 -0.2 0.0
H 2.834559 -0.688758 -3.182543 -0.2 -0.4 -0.2
H 2.660707 -2.056123 -1.937515 -0.4 0.0 -0.4
H 4.178839 -1.194472 -2.132695 0.1 -0.1 -0.4
C -12.038430 0.424117 1.546689 0.4 -0.5 0.6
O -10.785186 0.938241 1.186353 0.3 0.2 -0.7
C -10.025277 1.481159 2.247915 -0.7 -1.0 -0.3
C -8.655464 1.949144 1.787187 -1.1 -0.1 1.3
N -7.764421 0.819983 1.631031 -0.3 0.3 -0.8
C -6.430594 1.190990 1.225189 0.3 0.1 0.4
C -5.598463 0.008683 0.748236 -0.2 0.8 -0.8
O -4.261938 0.480781 0.707561 0.2 -0.7 0.5
C -3.332319 -0.604733 0.575138 -1.1 0.5 -0.6
H -11.907528 -0.496619 2.131762 0.0 0.1 0.2
H -12.585828 0.118170 0.659306 0.0 0.4 -0.2
H -12.600610 1.138796 2.154450 -0.2 0.1 -0.1
H -9.847328 0.697385 3.000455 -0.1 0.0 0.1
H -10.634700 2.245078 2.742464 0.3 0.4 0.0
H -8.420045 2.598320 2.650105 0.8 0.3 -0.3
H -8.743573 2.558544 0.890313 0.2 -0.1 -0.1
H -7.793089 0.229034 2.449239 0.2 0.0 0.1
H -5.860890 1.727903 2.000396 0.0 -0.2 0.1
H -6.504780 1.914983 0.410047 -0.1 -0.1 -0.1
H -5.939863 -0.227030 -0.268659 0.1 -0.2 -0.1
H -5.745006 -0.918809 1.309868 0.2 0.2 0.5
H -3.450561 -1.289807 1.416783 0.3 0.0 0.1
H -2.336527 -0.192841 0.455847 0.1 -0.1 0.3
H -3.617565 -1.126273 -0.347432 0.4 -0.3 0.1
C 4.603217 -3.655032 -4.437934 0.8 0.3 0.5
O 3.279250 -3.225564 -4.623888 -0.1 -0.4 -0.2
C 2.326043 -4.257395 -4.508002 -0.7 -0.2 0.0
C 0.932285 -3.762350 -4.871371 -0.8 -0.5 0.2
N 0.531011 -2.680225 -3.975199 0.8 -1.0 -0.2
C -0.832485 -2.242953 -4.133261 0.4 2.0 -0.4
C -1.035471 -1.264236 -5.330808 -0.9 -2.2 -0.7
O -0.094068 -0.271009 -5.561794 0.9 0.2 0.1
C 0.162300 0.579194 -4.465948 -1.3 0.6 0.4
H 4.779376 -4.456653 -3.708084 -0.7 0.1 0.2
H 5.108763 -2.773519 -4.039625 0.4 -0.1 -0.3
H 5.116560 -4.028403 -5.330220 -0.3 0.3 -0.4
H 2.254462 -4.582050 -3.462305 0.2 0.0 0.1
H 2.586255 -5.138414 -5.104673 0.1 0.1 -0.2
H 0.242580 -4.601679 -4.706512 0.2 -0.1 0.3
H 0.750743 -3.559071 -5.936518 0.7 0.3 -0.1
H 1.247154 -1.979886 -4.118427 -0.5 0.6 0.2
H -1.173931 -1.696022 -3.250184 0.1 -0.4 0.3
H -1.472318 -3.104931 -4.312777 -0.1 0.0 0.2
H -2.089616 -0.951191 -5.345347 0.1 0.7 0.4
H -1.013846 -1.924616 -6.206091 0.4 0.3 -0.3
H 0.661244 0.118659 -3.609358 0.1 -0.2 -0.1
H -0.796391 0.963133 -4.102810 0.0 -0.1 0.2
H 0.690392 1.487610 -4.753668 0.4 -0.4 -0.5
C 6.500280 2.541967 7.386172 1.0 -0.6 -0.1
O 7.412104 2.375223 6.297998 -0.2 0.3 0.1
C 7.893177 1.051203 6.137200 -0.3 0.1 -1.3
C 6.738187 0.157103 5.687118 1.1 -2.0 0.3
N 6.268370 0.591477 4.362425 0.0 0.5 1.2
C 4.875944 0.257393 4.114854 -1.3 -0.6 1.1
C 4.583268 -0.733982 2.998312 1.1 0.9 -1.1
O 3.198780 -0.896727 2.851540 0.2 -0.5 0.5
C 2.889853 -1.739979 1.757209 -0.3 1.1 -0.3
H 6.387646 3.608702 7.539205 0.0 0.1 0.1
H 6.981819 2.052028 8.236580 -0.3 0.3 0.4
H 5.529192 2.068960 7.234988 -0.1 0.1 -0.2
H 8.536184 0.699477 6.948223 -0.6 -0.1 0.5
H 8.580518 1.107140 5.288360 0.0 0.1 -0.1
H 6.010654 -0.004379 6.495040 -0.6 0.9 -0.3
H 7.085897 -0.885194 5.618222 0.4 0.2 -0.3
H 6.341245 1.598034 4.489400 -0.2 0.1 -0.7
H 4.266428 1.163096 4.052289 0.0 0.0 -0.7
H 4.421377 -0.240065 4.986991 0.3 0.1 0.2
H 5.134735 -1.671276 3.139018 -0.3 -0.2 0.4
H 5.010307 -0.347453 2.058248 -0.1 0.1 -0.1
H 3.243690 -2.767182 1.853994 0.0 0.0 0.2
H 3.284337 -1.260737 0.855612 0.2 -0.4 -0.2
H 1.805830 -1.685128 1.661854 -0.1 -0.4 0.1
O -0.040537 -0.874444 -0.514551 -0.2 0.0 0.2
H 0.141476 -0.095745 -1.056458 -0.1 -0.1 -0.1
H 0.765080 -1.002575 -0.003079 0.1 0.0 -0.2
```
Positions in Å, forces in eV/Å.



[2]
DFT (ωB97M-V/def2-TZVPD) results for a structure of composition C24H62N8O4P2 in a non-equilibrium geometry.

Values from the calculation:
**Orbital gap**: 6.64 eV
**2S+1**: 1

XYZ file:
```
100
Properties=species:S:1:pos:R:3:forces:R:3
C 2.092012 -0.062613 0.634914 0.5 0.0 -2.4
O 1.640536 0.931595 1.156301 7.1 -7.2 -11.2
N 1.759408 -0.304410 -0.597704 0.0 -1.7 -2.7
C 2.388140 -1.399211 -1.334516 1.3 3.3 -1.7
C 0.897877 0.555802 -1.471315 1.1 -0.8 1.5
H 2.785845 -0.741845 1.153987 0.2 0.0 0.0
H 3.337372 -1.688541 -0.883574 0.1 0.1 -0.1
H 2.476512 -1.165241 -2.395439 0.9 1.1 0.0
H 1.824536 -2.323993 -1.457891 1.1 5.3 0.6
H 1.560434 1.328968 -1.860331 -0.5 -2.7 1.7
H 0.462615 -0.005946 -2.297808 1.0 0.2 0.6
H 0.130903 1.124913 -0.945973 0.8 -1.8 -0.1
O 1.598820 4.489632 3.388703 0.6 0.4 0.9
P 0.367761 3.736326 3.140064 -0.6 -2.0 -0.5
N -0.622348 4.661531 2.133138 0.0 -1.6 -0.1
C -0.104171 5.000431 0.791230 -0.6 0.4 -0.2
C -1.877817 5.319613 2.583734 1.7 0.4 -1.5
N -0.557615 3.297017 4.514106 0.5 1.2 -0.8
C -0.478327 4.199775 5.682621 -0.2 0.2 -1.5
C -1.679202 2.349889 4.353710 0.4 1.4 -0.2
N 0.716201 2.224706 2.414149 -1.8 2.9 0.4
C 0.057788 1.651755 1.254142 -5.6 4.1 0.7
C 1.830480 1.513213 2.918324 1.5 2.3 8.8
H 0.122196 6.058699 0.661127 -0.1 0.4 0.4
H -0.821537 4.760663 0.006382 -0.4 0.0 0.3
H 0.805674 4.528414 0.420446 0.1 -0.5 1.1
H -2.832256 4.796570 2.523967 0.2 -0.7 0.2
H -1.921169 6.045789 1.772015 -0.7 0.8 0.6
H -1.704254 5.784824 3.554070 -0.3 0.1 -0.1
H -0.122164 3.682330 6.573409 -0.2 0.2 0.1
H 0.182659 5.014219 5.386165 0.7 -0.3 0.3
H -1.399833 4.770317 5.798324 -0.5 -0.5 0.6
H -1.260654 1.344638 4.304869 -0.6 -0.2 0.3
H -2.443929 2.603192 5.087961 0.4 -0.8 0.8
H -2.275866 2.581153 3.471320 0.4 -0.3 -0.7
H 0.763756 1.681961 0.424211 -3.7 2.3 -1.0
H -0.200101 0.615846 1.474346 -1.1 -0.1 -0.4
H -0.821680 2.274138 1.088996 -1.2 0.0 0.3
H 2.599101 2.227715 3.212949 -0.1 -0.2 0.9
H 2.164963 0.879709 2.096809 3.1 0.5 5.3
H 1.487545 0.803972 3.671632 0.2 0.2 1.2
O -0.624251 0.488587 -4.861497 0.7 0.0 0.1
P -1.260190 1.258099 -3.784443 -0.9 1.8 0.4
N -1.827786 0.271097 -2.588207 -0.3 -1.7 0.0
C -1.261385 -1.070321 -2.410344 -0.6 -0.3 -0.3
C -2.949684 0.421528 -1.697816 -0.9 1.2 -0.1
N -2.637863 2.116461 -4.265757 -1.2 -0.3 -0.2
C -3.692736 1.356044 -5.095801 1.2 1.3 0.1
C -2.636352 3.571347 -4.519675 0.6 0.2 -0.2
N -0.268899 2.422782 -3.012005 1.2 -0.5 -0.1
C -0.513878 2.960821 -1.648264 -1.7 0.0 -1.6
C 1.183451 2.553337 -3.281713 -1.1 1.8 -1.7
H -2.018338 -1.834180 -2.588204 -0.3 0.0 -0.2
H -0.955136 -1.245202 -1.378965 0.0 0.8 -0.6
H -0.430007 -1.305189 -3.074975 -0.2 0.2 -0.2
H -3.601397 1.256262 -1.955918 0.7 0.7 0.0
H -2.596904 0.538205 -0.673105 -0.2 -0.1 0.2
H -3.720105 -0.346097 -1.770576 0.5 -0.9 0.0
H -3.252807 0.737616 -5.878183 0.3 -0.3 0.4
H -4.432542 0.805085 -4.515076 0.3 0.0 0.2
H -4.205746 2.125529 -5.672687 -0.2 0.0 0.3
H -3.589774 4.000921 -4.827188 -0.3 -0.8 -0.1
H -2.388450 4.213758 -3.674705 0.3 -0.5 0.4
H -1.930303 3.820476 -5.311843 0.1 0.1 -0.1
H -0.717796 2.125074 -0.978912 -0.9 1.4 0.1
H 0.299710 3.568989 -1.252923 0.2 -0.5 -0.5
H -1.351574 3.647297 -1.771170 -0.3 -0.1 0.6
H 1.337597 3.631984 -3.311054 0.5 0.1 -0.1
H 1.466095 2.157936 -4.257354 0.0 -0.3 0.2
H 1.747169 2.123451 -2.453751 0.7 2.3 -2.2
C 3.474023 -5.280616 0.553849 0.0 2.0 0.0
C 2.073000 -5.450923 0.026124 -1.4 -3.4 -1.7
C 1.360907 -6.445690 1.040781 1.3 1.8 0.2
C 0.873591 -5.752865 2.345944 -0.5 -0.8 -1.3
C -0.241996 -4.821262 1.885438 0.9 -0.5 -1.4
C 0.277488 -3.722474 0.785979 0.8 0.1 1.9
N 1.163202 -4.318975 -0.301006 -1.6 -4.2 5.1
O 1.610488 -3.403587 -1.173129 -2.0 -7.1 -0.1
C -0.949887 -3.125693 0.077688 0.3 0.1 1.2
C 1.018912 -2.560666 1.652362 -1.4 -1.5 -0.9
C 2.116623 -6.343813 -1.348839 -0.7 1.7 0.7
H 3.407015 -4.847640 1.551916 0.2 -0.4 0.4
H 3.994124 -4.494597 0.006339 0.3 -0.2 -0.4
H 4.053425 -6.203772 0.540409 -0.2 0.1 0.0
H 0.545548 -6.949768 0.521947 -0.2 0.1 0.3
H 2.118644 -7.181935 1.308892 0.0 -0.2 -0.2
H 1.593828 -5.266011 3.003469 0.4 -0.1 -0.4
H 0.486680 -6.622051 2.877838 -0.4 0.4 0.6
H -0.802194 -4.462712 2.748995 0.1 0.9 -0.3
H -0.902428 -5.530646 1.386742 -0.5 0.3 -0.3
H -1.455944 -3.831857 -0.580603 0.4 0.0 -0.4
H -1.718998 -2.888698 0.812811 0.1 0.2 0.3
H -0.670956 -2.170455 -0.367084 -0.1 -0.8 0.2
H 1.303167 -1.731518 1.004429 -0.7 -0.9 0.5
H 0.272139 -2.278163 2.394406 0.0 0.5 -0.1
H 1.881094 -2.881764 2.236844 0.1 -0.4 -0.3
H 1.101124 -6.443416 -1.732174 -0.3 0.1 0.3
H 2.470524 -7.372037 -1.273978 0.6 0.3 0.3
H 2.592793 -5.730749 -2.114032 0.6 -0.4 -0.1
H 0.853733 -3.404865 -1.763818 -0.2 0.0 -1.1
```
Positions in Å, forces in eV/Å.



[3]
DFT (ωB97M-V/def2-TZVPD) results for a structure of composition C24H62O27S5 in a non-equilibrium geometry.

Values from the calculation:
**Orbital gap**: 10.17 eV
**2S+1**: 1

XYZ file:
```
118
Properties=species:S:1:pos:R:3:forces:R:3
C -3.288933 5.290432 -2.634267 1.0 -0.6 0.6
C -1.965180 5.775232 -3.145303 0.3 0.9 -1.4
O -0.907360 4.961210 -2.693097 0.7 -1.1 0.1
H -3.356123 4.214101 -2.761929 0.0 -0.2 0.0
H -4.135634 5.725978 -3.074106 -1.1 0.8 -0.8
H -3.300827 5.509646 -1.593011 -0.3 -0.1 1.1
H -1.718481 6.831650 -2.813662 -0.4 -1.2 -0.4
H -1.973946 5.749968 -4.256966 0.1 0.3 0.5
H -0.821756 4.124862 -3.219759 -0.2 1.3 0.4
C 2.086898 4.723201 3.838373 -0.8 1.7 -1.0
C 2.452721 3.530925 2.941738 1.4 -1.2 2.8
O 2.285665 3.677552 1.606273 -0.9 0.7 -2.4
H 2.399257 5.709559 3.340465 -0.3 -1.3 0.6
H 2.462860 4.785193 4.870905 0.2 -0.6 -0.5
H 0.973617 4.779946 3.916782 0.7 0.0 0.0
H 1.930716 2.616599 3.332641 0.1 0.6 -0.3
H 3.529665 3.280635 3.008337 -0.3 0.2 0.6
H 1.661611 4.372459 1.351986 -0.2 0.0 0.1
C -3.310413 -2.788995 5.845646 -0.1 1.2 -0.5
C -3.286923 -4.192109 5.324178 0.4 -0.3 -0.4
O -2.407202 -4.364088 4.200015 1.3 1.0 1.0
H -3.772599 -2.112591 5.078841 0.7 -0.3 0.7
H -2.279730 -2.485791 6.128459 -0.5 0.1 -0.5
H -3.895514 -2.671048 6.760514 -0.1 -0.3 -0.1
H -4.204427 -4.509132 4.876195 -1.0 -0.2 0.4
H -2.995405 -4.816647 6.166780 0.0 -0.6 -0.1
H -1.630642 -3.796593 4.420747 -0.4 -0.5 -0.6
C -2.518863 -0.009885 -5.315703 -0.1 0.5 -0.2
C -2.544036 -1.370173 -4.601917 -1.2 -0.3 0.3
O -2.710596 -1.249178 -3.153906 1.1 0.7 -1.1
H -1.694516 0.625892 -4.882243 -1.1 -0.4 0.0
H -3.518560 0.502922 -5.343282 1.0 -0.3 0.4
H -2.196689 -0.061092 -6.368317 -0.2 -0.5 0.2
H -1.607850 -1.865072 -4.776818 0.6 -0.4 -0.2
H -3.348364 -2.087745 -4.895447 0.5 0.9 -0.2
H -1.856628 -0.819916 -2.961330 -0.5 -0.2 0.8
C 1.305001 -0.090572 5.737075 -0.3 0.4 0.9
C 0.354183 0.078629 4.613657 -0.6 0.1 -0.9
O -0.753783 -0.782022 4.790776 0.1 -0.4 0.9
H 2.207224 0.399011 5.425787 0.8 0.2 0.1
H 1.507562 -1.150470 5.931482 -0.1 0.3 0.1
H 0.901385 0.442875 6.619961 0.4 -0.6 -0.1
H 0.857399 -0.216699 3.696507 0.1 0.1 -0.4
H 0.006275 1.124522 4.507486 0.3 -0.4 0.1
H -1.506423 -0.417881 4.353645 -0.7 0.4 -0.6
C -0.562970 6.553108 1.829281 -1.3 -1.7 0.4
C -0.704902 6.267742 0.351959 1.1 -1.4 0.8
O 0.291268 5.291911 -0.024051 0.2 0.3 0.8
H -1.429596 7.146405 2.151042 0.6 0.5 0.0
H 0.422118 6.885421 2.132601 -0.1 0.5 0.0
H -0.766271 5.581786 2.360191 0.5 0.7 -0.4
H -0.600021 7.129007 -0.246566 0.1 1.2 -0.7
H -1.643574 5.795457 0.172690 -1.1 0.0 -0.2
H 0.453820 5.401593 -0.956347 0.0 -0.2 -0.7
C 2.540977 -1.580393 -7.526348 1.5 0.0 -1.4
C 2.296164 -1.537118 -6.086851 2.5 -0.8 2.8
O 1.223394 -2.348181 -5.695079 0.1 -0.8 -3.7
H 2.512988 -2.601383 -7.884768 -0.7 -0.2 -0.3
H 3.557980 -1.277110 -7.828411 0.0 0.0 0.7
H 1.965614 -0.867142 -8.067270 -1.2 0.0 -0.6
H 2.217519 -0.540185 -5.697382 -0.5 0.7 -0.1
H 3.255196 -1.911010 -5.547555 -1.2 0.2 -0.7
H 1.003757 -2.214728 -4.824770 -0.7 0.7 3.3
C 0.391086 -6.147346 3.504118 3.1 -1.0 -1.3
C 0.648131 -5.889726 4.948871 0.5 -2.3 2.8
O 1.704145 -4.937635 5.042215 0.1 -0.7 1.9
S 1.624567 -4.032123 3.826945 3.0 1.1 -2.4
O 2.964922 -3.546993 3.551686 -2.1 -0.6 0.2
O 0.536633 -3.141896 3.899848 -0.9 0.9 0.3
O 1.233129 -5.173801 2.809579 0.3 -0.3 -0.2
H -0.567378 -5.971107 3.231971 -3.1 0.5 -0.7
H 0.706932 -7.144156 3.112417 -0.1 0.8 0.5
H 1.046615 -6.796097 5.516454 -0.6 1.1 -0.9
H -0.230965 -5.559368 5.496225 -0.1 0.3 -0.2
C 1.406932 -3.141205 0.210331 -2.5 1.0 -0.7
C 1.744547 -4.029492 -0.966028 0.0 0.0 -1.1
O 2.541684 -3.065208 -1.767666 0.6 -0.8 -0.1
S 1.784250 -1.694357 -1.788051 0.1 1.0 -0.3
O 0.667122 -1.704594 -2.679696 -0.3 -0.5 -0.1
O 2.721103 -0.639477 -2.014056 0.2 -0.3 0.3
O 1.281711 -1.696230 -0.308856 0.2 -1.8 0.0
H 2.223514 -3.090308 0.859810 1.0 0.0 1.3
H 0.428184 -3.354989 0.678197 0.9 0.0 -0.1
H 0.982579 -4.349218 -1.696452 -0.4 0.2 0.9
H 2.293654 -4.959753 -0.667976 0.1 1.3 -0.3
C -2.512674 -3.125814 1.306851 0.4 1.8 -1.0
C -2.338565 -2.768557 -0.215986 -1.0 -0.1 1.3
O -1.951882 -3.977097 -0.884872 0.6 -0.7 0.5
S -1.963947 -5.138619 0.183777 0.5 -0.4 1.4
O -0.683000 -5.307898 0.817926 -0.1 0.5 -0.7
O -2.591725 -6.283973 -0.299556 -0.8 -1.3 -1.1
O -2.927867 -4.472630 1.240251 -0.7 -0.3 0.0
H -3.188025 -2.400021 1.846981 0.5 -1.4 -0.6
H -1.530422 -3.131886 1.758576 0.2 0.4 0.5
H -1.643290 -1.997865 -0.357506 1.2 0.8 -0.3
H -3.249831 -2.499586 -0.686891 -1.0 0.4 -0.2
C 3.375334 2.289416 -2.774952 -0.1 1.9 -0.7
C 3.530856 1.538425 -4.061249 1.6 -0.8 -0.1
O 2.350292 1.580128 -4.838856 -0.8 0.6 0.3
S 1.851533 3.051107 -4.588071 -2.7 -0.9 3.0
O 0.433478 3.137732 -4.652233 -0.1 -0.4 -0.2
O 2.626364 3.956533 -5.283055 2.0 1.9 -1.7
O 2.227731 3.087438 -3.000983 -1.6 0.6 -1.3
H 4.178859 3.015698 -2.710728 0.5 -0.4 0.6
H 3.184265 1.759524 -1.889182 0.1 -1.0 1.0
H 3.734024 0.526266 -3.861481 0.5 -1.3 -0.1
H 4.313170 2.049215 -4.589912 0.5 -0.2 -0.7
C 0.595316 1.851493 -0.512241 -0.9 -2.3 -0.1
C -0.907973 2.094919 -0.888371 1.1 0.2 -1.1
O -1.673855 1.071331 -0.252306 0.6 -0.7 1.1
S -0.949154 0.753044 1.193000 0.9 1.2 -1.7
O -1.204926 -0.586329 1.593914 0.2 0.0 -0.4
O -1.268819 1.804667 2.093229 0.0 0.1 0.2
O 0.571008 0.949932 0.640767 -1.8 -0.4 0.9
H 1.045843 2.731790 -0.179654 0.9 1.4 0.2
H 1.215067 1.249753 -1.213229 -0.7 0.9 0.0
H -1.022107 2.019960 -1.997951 -0.2 -0.1 1.0
H -1.206314 3.086545 -0.542430 -0.1 -0.1 0.0
```
Positions in Å, forces in eV/Å.